1.
{
  "formula": "C17H29CrN8O5S2",
  "method": "ωB97M-V/def2-TZVPD",
  "charge": 2,
  "homo_energy_ev": [-14.1, -14.1],
  "spin_multiplicity": 2,
  "lumo_ev": [-6.66, -6.09],
  "homo_lumo_gap_ev": [7.48, 8.03],
  "e_tot_ev": -90337.4833,
  "fmax_ev_per_a": 0.880,
  "symbols": ["Cr", "C", "C", "O", "N", "C", "C", "C", "C", "C", "C", "N", "H", "H", "H", "H", "H", "H", "H", "H", "H", "H", "C", "C", "N", "N", "C", "S", "N", "N", "H", "H", "H", "H", "H", "H", "C", "C", "N", "C", "C", "N", "C", "C", "H", "H", "H", "H", "H", "H", "H", "H", "H", "H", "H", "H", "H", "O", "S", "O", "O", "O"],
  "coordinates": [[0.00855, -0.55273, -0.11920], [-2.92299, -1.65548, 2.99794], [-1.54183, -1.29376, 2.54711], [-1.32606, -0.99201, 1.34607], [-0.57956, -1.30878, 3.44906], [0.81317, -1.00601, 3.12464], [1.42400, -2.02979, 2.20102], [2.01080, -3.14639, 2.76565], [2.63255, -4.08785, 1.96242], [2.67128, -3.85105, 0.60364], [2.05053, -2.72760, 0.09822], [1.40150, -1.82514, 0.86394], [-3.65744, -1.26051, 2.30129], [-3.12840, -1.28039, 3.99886], [-3.02444, -2.74338, 3.00883], [-0.81476, -1.56715, 4.39303], [1.36855, -0.99265, 4.05631], [0.86959, -0.01995, 2.68174], [1.98773, -3.26780, 3.84145], [3.09073, -4.96801, 2.39310], [3.16624, -4.52801, -0.07844], [2.08299, -2.55785, -0.96422], [5.63552, 2.41026, -0.97064], [4.29002, 2.62991, -0.38751], [3.83834, 3.74845, 0.08409], [2.57669, 3.45976, 0.47589], [2.22846, 2.18689, 0.28464], [0.69249, 1.57949, 0.77354], [3.31743, 1.64904, -0.28135], [3.49745, 0.30336, -0.59972], [6.11667, 3.37713, -1.08709], [5.56892, 1.93211, -1.94939], [6.25479, 1.79396, -0.31547], [1.99884, 4.17556, 0.88454], [2.77377, 0.03050, -1.25313], [4.40475, 0.20049, -1.03326], [-4.18097, 0.19300, -1.77312], [-2.82564, -0.44239, -1.40275], [-1.86735, 0.60113, -0.91926], [-2.55469, 1.40408, 0.12443], [-3.71629, 2.21803, -0.48758], [-3.98225, 1.67644, -1.85788], [-2.81691, 1.99162, -2.75136], [-1.53135, 1.53046, -2.03858], [-4.95553, 0.00914, -1.03121], [-4.53579, -0.16635, -2.73571], [-2.39041, -0.92703, -2.26450], [-2.95495, -1.18489, -0.62220], [-1.83792, 2.07777, 0.58559], [-2.92130, 0.72690, 0.88850], [-3.47601, 3.27402, -0.58963], [-4.62533, 2.12880, 0.10189], [-4.82178, 2.10823, -2.23829], [-2.81187, 3.06233, -2.93810], [-2.96083, 1.47003, -3.69484], [-0.98402, 2.37132, -1.61743], [-0.89832, 1.02398, -2.74934], [-0.55220, -1.02932, -3.53040], [0.38205, -1.45435, -2.52458], [-0.36462, -2.05910, -1.33282], [0.90716, -0.18405, -1.75000], [1.50028, -2.23441, -2.94841]],
  "forces_ev_per_a": [[0.4, 0.6, 0.2], [0.0, -0.1, -0.1], [-0.2, 0.0, -0.1], [0.3, 0.0, -0.1], [0.1, 0.0, -0.1], [-0.1, -0.2, -0.2], [0.0, 0.0, 0.0], [0.1, 0.0, 0.0], [0.0, 0.0, 0.0], [0.1, 0.0, 0.0], [-0.1, 0.2, 0.1], [0.0, -0.4, 0.1], [0.0, 0.0, 0.0], [0.0, 0.0, 0.0], [0.0, 0.0, 0.0], [0.0, 0.0, 0.1], [0.0, 0.0, 0.1], [0.0, 0.2, 0.0], [0.0, 0.0, 0.0], [0.0, 0.0, 0.0], [0.0, 0.0, 0.0], [-0.1, 0.0, -0.1], [0.0, 0.0, 0.1], [0.0, -0.1, -0.2], [-0.1, 0.0, 0.0], [0.0, 0.2, 0.1], [0.0, 0.0, 0.1], [-0.1, 0.1, -0.1], [0.3, -0.1, -0.2], [0.0, -0.1, 0.4], [0.0, 0.0, 0.0], [0.0, 0.0, 0.0], [0.0, 0.0, 0.0], [0.0, 0.0, 0.0], [-0.1, 0.0, -0.3], [0.1, 0.0, 0.0], [0.1, -0.1, 0.1], [0.0, 0.4, 0.0], [-0.1, -0.1, 0.0], [0.0, -0.1, -0.2], [0.1, 0.0, 0.1], [0.0, 0.0, 0.0], [0.2, 0.0, 0.0], [-0.2, -0.1, 0.2], [0.0, 0.1, 0.0], [0.0, 0.1, -0.1], [0.1, -0.1, -0.1], [0.0, 0.0, 0.1], [0.0, 0.0, 0.0], [0.0, -0.1, 0.0], [0.0, 0.0, -0.1], [-0.1, 0.0, 0.0], [-0.1, 0.0, 0.0], [-0.1, 0.0, 0.0], [-0.1, -0.1, 0.0], [0.0, 0.0, 0.1], [0.1, -0.1, -0.1], [0.1, 0.1, 0.1], [-0.1, -0.6, -0.7], [-0.2, 0.1, -0.1], [-0.4, 0.1, 0.6], [-0.1, 0.1, 0.1]],
  "nbo_charge": [1.25, -0.70, 0.73, -0.70, -0.54, -0.28, 0.21, -0.23, -0.10, -0.23, 0.09, -0.48, 0.24, 0.25, 0.27, 0.43, 0.25, 0.25, 0.24, 0.25, 0.26, 0.24, -0.68, 0.36, -0.21, -0.33, 0.26, -0.22, -0.18, -0.62, 0.28, 0.24, 0.25, 0.44, 0.41, 0.39, -0.24, -0.27, -0.42, -0.26, -0.24, -0.33, -0.24, -0.27, 0.23, 0.25, 0.28, 0.24, 0.25, 0.23, 0.24, 0.24, 0.45, 0.24, 0.25, 0.23, 0.29, -0.96, 2.57, -0.98, -0.95, -0.92]
}

---

2.
{
  "formula": "C12H5CuF18N4O14S6",
  "method": "ωB97M-V/def2-TZVPD",
  "charge": -1,
  "homo_energy_ev": [-7.6, -7.6],
  "spin_multiplicity": 2,
  "relative_energy_ev": 1.289,
  "lumo_ev": [1.08, -1.50],
  "homo_lumo_gap_ev": [8.71, 6.13],
  "e_tot_ev": -205711.1142,
  "fmax_ev_per_a": 3.388,
  "symbols": ["Cu", "C", "F", "F", "F", "S", "O", "O", "N", "S", "O", "O", "C", "F", "F", "F", "C", "F", "F", "F", "S", "O", "O", "N", "S", "O", "O", "C", "F", "F", "F", "C", "F", "F", "F", "S", "O", "O", "N", "S", "O", "O", "C", "F", "F", "F", "C", "C", "C", "C", "C", "C", "N", "O", "O", "H", "H", "H", "H", "H"],
  "coordinates": [[6.07484, -8.93142, -6.41574], [5.15891, -5.18425, -5.38047], [6.37771, -5.13352, -4.86290], [4.46220, -6.02248, -4.58736], [4.55850, -4.00215, -5.34525], [5.26635, -6.04770, -7.10854], [4.68155, -5.20022, -8.09987], [6.67623, -6.22975, -7.26350], [4.55658, -7.57734, -6.87442], [2.97815, -7.26519, -7.25587], [2.44296, -6.09246, -6.62086], [2.67245, -7.46519, -8.65752], [2.10774, -8.73840, -6.42997], [2.00625, -9.74840, -7.30862], [2.80968, -9.21759, -5.42158], [0.88631, -8.39678, -6.08029], [5.55692, -13.10879, -7.05326], [4.57730, -13.02736, -6.18228], [6.66617, -13.35612, -6.41129], [5.28118, -14.04855, -7.92269], [5.71221, -11.45436, -8.00351], [5.85172, -11.85169, -9.37654], [4.57628, -10.60652, -7.71233], [7.01195, -10.51568, -7.27563], [8.46131, -11.01357, -7.77818], [8.49989, -12.20490, -8.56570], [9.21399, -9.89861, -8.29596], [9.39005, -11.38857, -6.13691], [10.23174, -12.40424, -6.34545], [10.08695, -10.33936, -5.75226], [8.53538, -11.74716, -5.19504], [3.94485, -11.69282, -2.74673], [3.76921, -12.99307, -2.90498], [2.92880, -11.10875, -3.39363], [3.86991, -11.28085, -1.49571], [5.59242, -11.19497, -3.53373], [6.36488, -12.41635, -3.64937], [5.24766, -10.45096, -4.74272], [6.29428, -10.14992, -2.41824], [5.72869, -8.67973, -2.77285], [6.24685, -8.08521, -4.01711], [4.29331, -8.58906, -2.69907], [6.54126, -7.76718, -1.27696], [6.82338, -6.52538, -1.58888], [5.72496, -7.75440, -0.21859], [7.62956, -8.43753, -0.92368], [11.91982, -5.78878, -7.86247], [12.08062, -5.71702, -6.48947], [11.14645, -6.32718, -5.64230], [10.01135, -6.84057, -6.22900], [9.79159, -6.87123, -7.60382], [10.77374, -6.33513, -8.43082], [9.10407, -7.56214, -5.35212], [8.26731, -8.29310, -5.87060], [9.17299, -7.36731, -4.16590], [12.72324, -5.38355, -8.46453], [13.01660, -5.37499, -6.06937], [11.39260, -6.37135, -4.59414], [8.88970, -7.34403, -7.96128], [10.67538, -6.27320, -9.50491]],
  "forces_ev_per_a": [[-0.5, -0.6, 0.5], [-1.0, -1.8, 0.8], [0.1, 0.7, -0.4], [0.0, 0.5, -0.3], [0.6, -0.2, -0.5], [0.8, 0.8, 0.2], [-0.7, -0.4, 0.4], [0.7, -1.2, 0.4], [0.9, 2.7, -0.5], [-2.6, -1.8, -1.1], [0.7, -0.3, 0.2], [0.8, 0.2, 1.2], [1.0, -0.9, -1.0], [-0.2, 0.4, -0.2], [-0.1, 0.5, 0.6], [-0.2, 0.4, 0.4], [-0.1, 1.1, 0.2], [-0.6, 0.2, 0.2], [0.8, -0.3, 0.0], [0.1, -0.4, -0.4], [-0.2, 1.3, -0.5], [0.6, 0.2, 1.0], [0.6, -0.2, 0.7], [-2.1, -1.9, -1.4], [2.9, 1.4, 0.2], [-0.9, -0.3, 0.6], [-0.5, -0.1, 0.3], [-0.8, -0.6, -0.8], [0.0, 0.1, -0.1], [0.2, 0.3, 0.2], [0.0, 0.2, 0.2], [-0.8, 1.1, -1.2], [0.3, -0.4, 0.7], [0.2, 0.1, -0.2], [0.3, -0.8, 0.3], [2.1, 0.8, 1.1], [-1.1, 1.2, 0.3], [0.0, -0.9, -0.2], [-1.2, -0.9, -2.0], [-0.1, 0.3, -0.9], [0.4, -0.2, 1.2], [0.1, 0.3, 0.8], [-0.6, -1.2, -0.3], [0.3, 0.5, -0.3], [-0.2, -0.1, -0.3], [0.3, 0.4, -0.1], [0.1, 0.4, 0.2], [-0.1, -1.1, 0.4], [0.9, 1.0, -0.7], [0.4, -0.6, -0.2], [0.2, 0.1, 0.1], [0.0, 0.3, 0.3], [-1.2, 0.4, 0.3], [0.0, -0.3, -0.5], [0.3, -0.2, 0.1], [-0.2, 0.0, -0.3], [-0.1, 0.2, 0.0], [-0.5, -0.2, 0.1], [0.1, 0.1, -0.2], [-0.2, -0.3, 0.0]],
  "nbo_charge": [1.60, 0.77, -0.30, -0.31, -0.30, 2.16, -0.88, -0.96, -1.28, 2.17, -0.90, -0.89, 0.76, -0.31, -0.29, -0.30, 0.79, -0.29, -0.29, -0.29, 2.15, -0.86, -0.94, -1.29, 2.21, -0.89, -0.94, 0.75, -0.32, -0.31, -0.30, 0.76, -0.30, -0.31, -0.29, 2.16, -0.89, -1.01, -1.13, 2.16, -1.00, -0.93, 0.78, -0.30, -0.32, -0.30, -0.18, -0.22, -0.20, 0.08, -0.17, -0.20, 0.55, -0.48, -0.32, 0.21, 0.21, 0.25, 0.27, 0.22]
}